Formula: C21H75N21O15
Source: OMol25
Level of theory: ωB97M-V/def2-TZVPD

Values from the calculation:
Largest force on an atom ... 7.25 eV/A
E ... -85000.6352 eV
Orbital gap ... 8.065 eV

Geometry as XYZ:
```
132
Properties=species:S:1:pos:R:3:forces:R:3
N -4.2647 2.2683 -3.3770 -1.21 -1.18 1.63
N 3.2770 5.4418 -4.5717 0.68 4.64 -0.82
C 0.3321 -0.2450 -0.3916 -1.71 0.09 -2.10
N -3.3956 3.1291 -5.1080 0.07 1.85 -6.52
C 2.8014 4.8010 4.0717 -0.64 -0.83 -1.59
C 0.9009 -4.8798 3.4516 2.97 -1.57 -2.38
H -1.1986 -2.9559 0.7082 -0.74 -0.39 0.02
H -2.0071 -4.5533 0.8950 -0.07 0.68 0.48
H 2.6068 5.9023 -3.9727 0.39 0.19 -0.57
H -2.7023 1.9669 1.8452 -0.09 0.19 -0.23
H 2.0288 1.5572 3.8366 0.28 -0.51 0.56
H -0.3961 -1.8733 8.2235 -0.07 -0.11 -0.36
O 0.1497 -3.9829 -5.1599 0.12 -0.13 0.17
H -2.9122 -4.1501 -3.3143 0.08 -0.91 -0.34
N -1.2701 -0.6104 6.3208 -1.22 1.36 -0.31
N 5.2383 -3.4297 1.6372 3.80 -0.88 2.82
N -0.2939 -4.6026 3.8285 -5.32 -0.36 1.19
H -0.6041 -3.4392 -4.9312 -0.20 0.17 0.13
H 1.8540 3.3293 1.8780 -0.14 -0.27 0.31
H -2.8589 -5.3113 -5.3593 0.58 0.26 0.12
C -1.4317 2.9498 3.5074 -1.32 2.99 1.17
H 3.4815 5.3387 3.4109 0.67 0.03 0.11
C -3.7789 -3.6126 -3.6988 0.08 1.95 1.68
C -1.1651 -1.0353 -2.4701 0.87 0.11 0.67
O 4.4268 3.6148 -5.0595 1.21 -0.66 -0.53
N -4.3597 3.1187 0.7543 -1.51 3.01 0.79
N 0.0046 1.1379 -2.5742 1.01 -1.44 0.75
C -0.5337 -1.6866 6.1677 2.08 -0.27 -1.33
C -4.5021 -2.3036 -1.4885 1.12 0.91 -0.57
H -0.3540 -1.5159 -3.0172 0.10 -0.06 -0.12
H 5.3184 -4.4243 1.4812 0.33 0.44 0.18
H -1.8997 -0.6789 -3.1922 -0.07 0.10 0.15
H -0.4674 -3.6304 4.0402 -0.58 -0.36 0.14
H 1.2316 -0.8025 -0.6526 0.21 -0.01 -0.39
C -0.4408 -4.5372 -0.2231 2.23 -1.62 0.42
C 0.4054 -1.2884 1.6214 1.90 -1.90 0.49
H -4.2060 2.0677 -2.3889 -0.94 -0.58 0.18
N -1.3097 -3.9382 0.5010 -5.44 0.19 3.65
N 1.9885 2.4146 4.3690 -0.73 0.25 1.66
H -1.4822 -0.1747 5.4346 -0.64 0.35 0.60
N 3.5199 -3.5645 0.3743 -2.97 -3.06 -3.01
C 4.2470 -2.7826 1.1285 -1.54 -1.14 -2.40
H -0.0344 -2.0126 2.3070 -0.17 0.41 0.19
N 0.2416 -3.5806 -0.7652 4.64 2.28 -3.99
C 3.1293 0.1609 -4.5580 4.06 0.02 -3.82
H -5.7338 -3.1654 -2.8723 0.05 0.27 -0.69
H 0.2488 1.9889 -2.0882 -0.12 0.23 0.14
H 0.0964 -4.0795 -6.1107 0.07 -0.03 -0.25
O 3.9518 0.4833 -0.4176 -0.31 0.88 -0.49
H -3.8939 3.4353 1.5927 -0.23 0.48 -0.19
H -2.6641 3.7045 -5.5003 -0.49 -0.20 -0.60
O 3.9491 -1.6345 1.1534 0.17 4.37 1.69
C -3.2089 2.8442 -3.8944 0.83 -0.20 3.41
H 1.3480 -3.0095 4.2429 -0.10 -0.33 -0.04
H 2.9240 -3.1880 -0.3490 0.01 0.38 0.64
N -0.1833 -2.2450 7.3089 0.71 -2.16 1.90
H 0.1553 1.7877 3.8086 -0.20 -0.27 0.07
H 1.0311 -3.8776 -1.3207 -0.16 0.32 -0.07
H -1.4190 1.0148 3.4363 0.65 -0.31 -0.16
N 3.5194 0.2305 -3.3299 2.60 0.25 4.22
O -4.4316 -4.0967 -4.8256 -0.10 -1.48 -1.34
O -2.1778 3.1392 -3.3155 1.29 0.04 1.16
H 2.5470 2.6230 -3.6681 0.20 0.06 -0.06
C 2.9784 3.2628 3.8061 0.07 1.44 -1.55
C 3.5027 4.1547 -4.5012 2.92 0.00 -2.47
N 1.6482 -3.8063 3.6997 3.65 1.68 0.01
H 3.1647 2.0527 1.9828 -0.48 -0.21 0.10
H -5.2011 -2.1825 -0.6610 -0.29 -0.74 -0.26
H 4.5203 0.2268 -3.1944 -0.32 0.05 0.19
H 4.8889 0.6112 -0.2705 0.19 -0.02 0.00
C -0.6001 0.1296 -1.6281 -0.33 0.55 -0.60
H 0.6482 0.7324 -0.0272 -0.05 -0.11 0.88
H -1.6159 -1.7871 -1.8223 -0.16 0.08 -0.13
H 1.8378 5.0731 3.6410 -0.61 0.04 -0.04
H -4.1977 -5.1888 -1.6936 -0.05 -0.47 0.08
H 2.3387 2.3203 5.3116 -0.83 -1.03 0.47
O -2.6324 3.1780 3.2641 0.78 -0.78 -0.25
H 2.6151 -3.8262 3.4086 -0.25 -0.11 0.10
O 3.8807 0.1499 -5.5344 0.92 -0.26 0.07
H -4.2694 2.8982 -5.5588 0.61 0.48 -0.39
O 1.1325 4.0367 -1.5800 -0.29 -0.05 0.49
H -5.0336 2.1284 -4.0168 -0.20 -0.36 1.17
H 1.9883 4.1778 -3.2645 0.03 -0.80 -0.71
H 0.1984 -3.1783 7.2508 0.11 0.22 0.16
N -0.7972 1.8098 3.4735 -0.38 -3.25 -0.75
H -0.7088 1.3917 -3.2426 -0.22 0.22 0.04
H 3.9396 5.9363 -5.1518 -0.31 0.40 0.44
H 0.8380 4.8194 -2.0456 -0.55 0.30 0.13
H 0.3408 3.7362 4.2303 -0.13 -0.33 -0.05
H 1.2527 -1.7998 1.1646 0.74 -0.34 0.72
H -2.9592 -3.7200 -6.2076 0.17 -0.24 -0.45
H -5.6986 -5.1471 -2.4029 0.21 -0.64 0.16
H -1.4606 0.6913 -1.2648 -0.22 -0.44 0.85
H -1.8354 -0.6180 7.1577 -0.39 0.77 -0.61
O 2.8698 5.2005 5.3775 1.05 -0.93 1.41
O -0.1419 -5.7088 -0.2455 -0.58 -1.36 -0.72
H 0.0495 -2.5959 -0.6488 -0.06 -0.51 -0.20
H 1.4957 0.3005 -5.6240 0.32 -0.14 0.16
N 2.5488 3.6097 -3.8835 -4.64 -4.04 3.85
C -4.0172 1.9254 0.3156 -1.38 0.47 -0.68
H -0.9298 4.8666 3.9848 -0.17 -0.34 -0.08
N -5.0508 -4.6588 -1.8011 0.06 -0.40 0.13
H -3.9172 -5.2285 -6.6456 -0.96 0.80 0.01
H 2.5761 6.6518 6.7412 0.44 0.11 -0.12
C 2.6012 6.5446 5.6568 -1.18 -0.18 -0.07
C -4.7470 -3.4232 -2.4879 -1.57 -0.11 -0.12
H -3.3607 -2.6243 -3.8898 0.10 0.48 -0.42
H 3.9467 2.9386 4.1876 0.47 0.27 -0.43
O -0.4086 -1.0882 0.5369 -1.06 2.80 -1.43
N -2.9539 1.5474 0.9616 3.49 -2.98 1.07
N 1.8808 0.1298 -4.7060 -7.14 0.05 -0.88
C 2.8154 3.0356 2.2991 2.12 1.20 -0.15
O -0.0481 -2.0382 5.0822 -0.73 0.26 0.12
C -3.5098 -4.5937 -5.8587 0.08 0.13 2.03
O -4.6167 1.3206 -0.5524 -0.17 -0.79 -1.44
H 2.9288 0.2271 -2.5106 0.19 -0.04 -0.25
H 1.3217 0.4417 -3.9249 -0.64 -0.06 0.08
H 2.0675 4.1814 -1.4348 0.37 -0.08 0.33
N -0.6235 3.9042 3.9813 0.46 2.43 0.28
H -5.1054 3.6638 0.3458 0.12 -0.45 0.21
H -4.5924 -1.3672 -2.0390 0.31 0.28 0.04
H 0.8522 -0.4222 2.1095 -0.62 0.44 0.12
H -2.4662 0.7110 0.6738 -0.29 -0.04 0.14
H -1.0367 -5.2172 3.5276 0.09 0.23 0.13
H 3.2490 7.2660 5.1587 0.32 -0.12 0.07
H 5.9735 -2.8943 2.0764 -0.10 -0.48 0.14
O 1.2946 -5.8881 2.8560 -0.20 0.49 0.82
H 3.6723 -4.5501 0.2148 0.18 0.14 0.36
H 3.5687 3.6995 1.8748 -0.06 0.11 -0.64
H 1.5759 6.7218 5.3319 -0.25 0.46 -0.19
H -3.5092 -2.3262 -1.0392 0.13 -0.08 0.02
H 3.6700 -0.0784 0.3045 0.10 -0.62 0.28
```
Positions in Å, forces in eV/Å.

Atom charges from the Mulliken analysis, given in e for atoms 1 to 5: -0.32, -0.38, -0.89, -0.40, -1.04

Formula: C4H9N2O5S
Source: OMol25
Level of theory: ωB97M-V/def2-TZVPD

Values from the calculation:
Largest force on an atom ... 6.82 eV/A
Structure (SMILES) ... CC(C)N1OS(=O)(=O)OOC1=[NH2+]
E ... -28332.5054 eV
Total charge ... +1
Orbital gap ... 10.037 eV

Geometry as XYZ:
```
21
Properties=species:S:1:pos:R:3:forces:R:3
H -0.6683 -1.1464 -1.3999 0.60 -0.53 -0.71
C -1.4558 -0.4999 -1.1000 -1.01 0.28 0.61
H -0.5562 2.2544 -0.7986 -3.47 -0.81 -1.22
H -1.5235 -1.1334 2.3287 0.40 -0.23 -2.05
O 3.0647 0.4601 0.6214 1.46 -2.23 0.13
H -1.5496 0.3524 -1.7116 0.14 0.86 -1.25
O 1.9879 -0.4255 -1.4332 -0.84 1.37 -2.80
H -1.5643 -2.1901 0.8007 0.78 -1.23 -0.42
O 3.3263 -1.9070 -0.0927 1.59 -1.90 1.39
H 0.8581 3.1781 -0.7391 -0.48 -0.17 0.18
H -2.4162 -1.0487 -1.1744 0.61 0.37 0.27
C -1.1223 -0.0924 0.3187 0.08 0.00 1.57
N 0.3079 2.3672 -0.4418 6.39 -0.39 2.36
O 1.1978 -0.9903 0.7302 -1.09 -0.90 0.92
H -2.8677 -1.0537 1.1166 2.82 -0.30 0.05
C 1.0508 1.3883 0.1241 -4.38 -3.50 1.12
O 2.2856 1.5901 0.5191 -1.52 1.83 -1.38
C -1.6568 -1.2148 1.1790 -3.95 1.89 3.14
S 2.4316 -0.8791 -0.2080 0.33 1.92 0.41
N 0.3541 0.1076 0.5485 1.46 4.94 -0.96
H -1.4840 0.8832 0.8123 0.08 -1.28 -1.35
```
Positions in Å, forces in eV/Å.

Atom charges from the Mulliken analysis, given in e for atoms 1 to 5: 0.39, -1.27, 0.15, 0.35, -0.18

Short version: highest occupied orbital energy = -8.239, -14.927 eV, in the order given.